No. 1
14
Properties=species:S:1:pos:R:3:forces:R:3:nbo_charge:R:1 method="wB97M-V/def2-TZVPD" total_charge=0 lumo_energy_ev=0.9
C 0.928085 -1.023045 1.203550 0.16 0.18 -0.90 -0.638
C -0.877840 0.442274 -0.035184 1.58 -3.31 2.30 0.293
C 0.358812 -0.019953 0.235952 -2.40 -4.42 5.34 -0.044
N -2.112376 0.330552 0.366598 -4.00 0.06 1.48 -0.805
O 1.562103 0.005768 -1.715013 0.43 -0.28 -1.12 -0.587
N 0.884337 0.705779 -0.724755 3.89 3.63 -1.77 -0.028
N -0.423373 1.144990 -1.047170 -0.33 4.09 -5.40 -0.460
H 2.321627 0.590653 -1.878180 -0.37 -0.39 -0.11 0.477
H -2.814170 0.983246 0.035044 0.41 -0.09 0.08 0.391
H -2.334755 -0.058385 1.276454 0.32 0.15 -0.37 0.396
H -0.694558 0.835744 -1.978219 0.16 0.01 0.01 0.360
H 0.298409 -1.130599 2.090064 0.21 0.26 0.04 0.213
H 1.968612 -0.800866 1.453294 -0.15 0.08 0.31 0.217
H 0.935085 -2.006158 0.717564 0.09 0.01 0.10 0.213

No. 2
14
Properties=species:S:1:pos:R:3:forces:R:3:nbo_charge:R:1 method="wB97M-V/def2-TZVPD" total_charge=0 lumo_energy_ev=0.8 smiles="C[C@@H](O)CC=O"
C -1.679467 -0.250072 -0.457706 -0.04 -0.03 0.01 -0.630
C -0.298115 0.355552 -0.244643 0.06 -0.27 -0.21 0.099
O -0.319653 1.389806 0.728017 -0.16 0.26 -0.03 -0.723
C 0.708141 -0.661174 0.272616 -0.03 -0.05 0.02 -0.536
C 2.115748 -0.101618 0.355510 0.20 -0.19 0.14 0.456
O 3.034226 -0.662850 0.901326 -0.43 0.22 -0.21 -0.516
H -2.386319 0.495880 -0.842633 0.15 -0.10 0.07 0.208
H -1.634362 -1.072696 -1.179397 -0.01 0.12 0.08 0.216
H -2.071214 -0.636350 0.488790 0.06 0.04 -0.11 0.216
H 0.069032 0.754144 -1.206928 -0.04 -0.02 0.15 0.154
H -0.949739 2.064520 0.445020 0.13 -0.08 0.09 0.471
H 0.735645 -1.543810 -0.380198 0.03 0.14 0.07 0.238
H 0.404214 -1.008146 1.267609 0.09 0.04 -0.11 0.241
H 2.271868 0.876816 -0.147389 0.00 -0.08 0.04 0.106

No. 3
33
Properties=species:S:1:pos:R:3:forces:R:3:nbo_charge:R:1 method="wB97M-V/def2-TZVPD" total_charge=0 lumo_energy_ev=0.5 smiles="CC(C)[C@H](NC(=O)[C@@H](N)CC(N)=O)C(=O)O"
C 2.291296 1.780013 1.413782 2.40 2.09 1.00 -0.642
C 2.319921 0.320000 0.963399 -3.40 1.70 -1.95 -0.214
C 1.735357 -0.593806 2.053914 3.78 3.80 3.15 -0.627
C 1.541914 0.285774 -0.452429 1.31 0.22 -0.05 -0.143
N 0.052028 0.304133 -0.311975 5.34 2.49 -3.43 -0.652
C -0.619518 1.418968 -0.516019 -1.52 4.88 2.55 0.676
O -0.255433 2.634827 -0.704386 -0.63 -4.13 -0.62 -0.654
C -2.086924 1.147787 0.025576 0.73 -1.67 -0.13 -0.131
N -3.011823 2.280620 -0.306676 0.01 -2.05 -1.89 -0.819
C -2.414566 -0.337386 -0.549251 -3.44 1.16 -1.66 -0.537
C -2.040104 -1.480165 0.397306 -0.99 0.99 -0.13 0.694
N -2.664541 -2.668177 0.358952 1.64 0.62 1.30 -0.786
O -1.228050 -1.263760 1.262745 1.00 -0.25 1.39 -0.638
C 1.941933 -1.014796 -1.117089 -3.39 -1.17 0.93 0.785
O 1.283841 -2.036220 -0.835659 2.84 1.64 -1.56 -0.610
O 2.887383 -0.769268 -2.043787 0.19 -1.40 -0.03 -0.678
H 1.835507 1.903205 2.361972 -1.35 0.02 0.77 0.207
H 3.321093 2.048923 1.790147 -0.42 -0.29 -0.68 0.206
H 2.032539 2.702810 0.813317 -0.15 -1.73 -0.08 0.252
H 3.294991 0.188824 0.628825 1.95 -1.12 -0.04 0.205
H 1.231105 -1.441050 1.808972 -1.32 -2.32 -0.77 0.237
H 1.226175 0.086946 2.783772 -0.72 -0.83 -1.07 0.219
H 2.608981 -0.766370 2.800689 -1.02 -0.62 -1.46 0.216
H 2.063460 1.068804 -1.163372 -1.92 -0.83 1.74 0.252
H -0.301128 -0.198114 0.428160 -0.79 -2.08 2.01 0.438
H -1.960171 0.819756 1.141769 -0.39 1.74 -1.58 0.227
H -3.378597 2.026260 -1.295700 0.57 0.69 2.12 0.344
H -2.403299 3.090622 -0.497865 -0.08 -0.45 0.27 0.393
H -3.543128 -0.389719 -0.932216 1.94 -0.03 1.36 0.227
H -1.926159 -0.450511 -1.520360 0.36 -0.25 0.27 0.250
H -2.154697 -3.412842 0.815091 -0.43 -0.05 -0.15 0.414
H -3.271925 -2.807599 -0.361885 -1.80 -0.99 -2.08 0.388
H 3.177814 -1.568946 -2.529849 -0.35 0.22 0.48 0.503

no.,E_tot (eV),HOMO-LUMO gap (eV)
1,-9737.5018,7.68
2,-8372.2276,10.50
3,-22267.3724,9.77